Entry 1:
ORCA calculation (wB97M-V/def2-TZVPD) on an isolated molecule of C8H8ClP.

Kohn-Sham gap (alpha / beta) = 5.557 / 5.802 eV
Multiplicity = 3

Geometry as XYZ:
```
18
Properties=species:S:1:pos:R:3:forces:R:3
C -2.194519 1.135377 -0.561045 0.32 1.77 1.07
C -1.363633 2.141220 0.017383 -1.72 1.63 0.07
C -1.600106 -0.096080 -0.685247 1.32 1.83 0.93
C -0.152459 1.859886 0.522042 3.98 1.41 2.11
C -0.304044 -0.352349 -0.269371 1.21 -0.72 0.50
C 0.447764 0.623643 0.383362 -0.01 0.01 0.51
C 0.395589 -1.688746 -0.294343 1.78 -0.56 0.03
C 1.720243 -1.637378 0.642977 -0.59 -1.46 1.11
P 2.146729 0.146060 0.868026 -4.28 -1.50 1.83
Cl 2.888813 0.518522 -0.959409 2.44 0.81 -3.64
H -3.276862 1.349301 -0.705082 1.10 -0.35 -0.38
H -1.616933 3.215332 0.162440 -0.62 -1.03 -0.32
H -2.131223 -0.817368 -1.130472 -1.88 -2.96 -1.47
H 0.577447 2.569541 1.137106 -2.25 -0.70 -1.56
H -0.185848 -2.450651 0.198203 -0.53 -0.29 -0.12
H 0.708828 -2.097330 -1.282147 -0.37 0.62 0.40
H 1.376202 -2.126975 1.594345 0.46 0.92 -0.50
H 2.564006 -2.292006 0.361233 -0.37 0.56 -0.57
```
Positions in Å, forces in eV/Å.

Entry 2:
ORCA calculation (wB97M-V/def2-TZVPD) on a cluster of 2 separate species, C8H8F2N2OS in total.

Kohn-Sham gap (alpha / beta) = 6.685 / 6.674 eV

Geometry as XYZ:
```
22
Properties=species:S:1:pos:R:3:forces:R:3
C 0.058430 1.468353 -1.513197 -1.12 -0.38 -0.21
C 1.264871 1.637103 -2.157566 0.39 -0.02 -0.15
C 2.578739 1.412768 -0.133129 -0.25 -0.43 0.38
C 0.096199 1.230404 -0.137024 0.77 0.53 0.09
C 1.311448 1.280667 0.518603 2.27 -0.78 -1.09
C 2.528113 1.606259 -1.477634 -1.53 0.41 -1.65
C -0.158052 0.574373 2.020473 0.31 0.34 -0.78
C -2.244298 -0.952591 0.202826 1.30 0.22 1.42
N 1.151428 0.901831 1.822972 0.13 -0.15 0.65
N -0.827570 0.925571 0.852314 -0.40 -1.33 0.41
O -2.104036 0.514589 0.554889 -0.13 -0.51 -0.20
F 3.634231 1.783013 -2.254780 -0.63 -0.32 0.89
F -0.698747 0.859132 3.173452 -0.34 -0.95 0.08
S 0.250572 -2.359836 2.308573 0.15 1.56 1.01
H -0.910373 1.461098 -2.079724 1.17 -0.01 0.65
H 1.193515 1.714374 -3.237070 0.51 0.24 0.10
H 3.553911 1.201008 0.323800 -0.61 0.40 0.20
H -1.450558 -1.271303 -0.522354 -0.63 0.43 0.68
H -3.222892 -0.981231 -0.270623 0.03 -0.06 0.25
H -2.140306 -1.539007 1.191749 -0.35 0.80 -1.78
H 1.934734 0.455265 2.304612 -0.77 0.23 0.16
H -0.196708 -2.603789 1.112814 -0.26 -0.25 -1.09
```
Positions in Å, forces in eV/Å.

Entry 3:
ORCA calculation (wB97M-V/def2-TZVPD) on the ion C8H8F5NOPS with charge +1.

Kohn-Sham gap = 9.584 eV
Net charge = +1

Geometry as XYZ:
```
25
Properties=species:S:1:pos:R:3:forces:R:3
N -2.200737 2.002243 -0.324491 0.97 -1.62 -0.38
P -2.375234 1.200294 -1.806282 -1.26 1.53 -0.43
O -0.929167 1.340726 -2.492624 0.06 0.06 0.42
S -2.489933 -0.969677 -1.206581 -0.08 -0.45 0.53
C -0.835717 -1.795331 -1.091322 0.61 -0.98 0.35
F -0.190987 -1.694439 -2.247572 -0.06 0.32 -0.41
F -1.104053 -3.098989 -0.899148 -0.26 -0.09 0.00
C -0.059446 -1.232035 0.050759 0.41 0.64 0.35
C -0.165798 -1.754668 1.336950 -0.07 -0.08 0.10
C 0.594586 -1.228928 2.372245 0.05 0.25 -0.40
C 1.468209 -0.168292 2.136573 -0.43 -0.41 -0.14
C 1.565568 0.354003 0.851888 -0.26 -0.04 0.37
C 2.525162 1.474280 0.559471 0.33 -0.83 -0.21
F 3.636668 0.976216 0.003146 0.31 -0.10 -0.19
F 2.888792 2.122085 1.649321 -0.01 0.46 0.54
F 2.014534 2.340193 -0.313699 -0.38 0.52 -0.29
C 0.810122 -0.168544 -0.185566 -0.03 -0.09 -0.10
H -1.207873 2.041871 -0.073270 -0.11 0.28 0.11
H -2.649181 1.447483 0.406074 -0.36 0.62 0.21
H -0.938745 2.107835 -3.085417 0.24 -0.13 -0.29
H -3.011150 -1.520875 -2.322353 0.25 0.10 -0.14
H -0.817586 -2.587840 1.549822 -0.12 -0.09 -0.10
H 0.496261 -1.650041 3.358040 0.05 -0.04 0.15
H 2.048034 0.224482 2.954045 0.16 0.17 0.02
H 0.927671 0.237947 -1.180010 -0.02 0.00 -0.06
```
Positions in Å, forces in eV/Å.

Entry 4:
ORCA calculation (wB97M-V/def2-TZVPD) on a cluster of 3 separate species, C8H8I3NO2 in total.

Kohn-Sham gap (alpha / beta) = 7.535 / 7.535 eV

Geometry as XYZ:
```
22
Properties=species:S:1:pos:R:3:forces:R:3
C 1.466156 1.491792 -0.587617 0.03 0.77 0.02
C 2.181330 -0.600207 -1.691099 -0.43 -0.10 0.93
C 1.324293 0.201044 -1.067016 -0.19 0.10 -0.05
C 0.530934 2.088220 0.223124 0.58 0.20 0.36
C 1.981270 -2.193658 1.108187 -0.15 0.00 -0.04
C -0.661260 1.428188 0.563982 -0.29 0.23 -0.03
C -0.922292 0.236824 -0.011839 1.32 -0.55 -1.04
C -2.009502 -1.250757 1.595633 -0.06 -0.09 0.38
N -1.581978 -0.835654 0.273000 -0.06 -0.17 -0.06
O 0.892662 -2.428496 0.835366 -1.62 -0.47 -0.36
O 3.061617 -1.974798 1.399867 1.72 0.34 0.55
I 4.319496 -0.484850 -1.424501 -0.64 0.09 -0.21
I 0.821411 4.072416 0.896406 -0.09 -0.54 -0.18
I -3.569040 1.343950 -2.150139 -0.73 -0.23 0.38
H 2.231330 2.118442 -1.037565 0.00 0.04 -0.04
H 1.908002 -1.474861 -2.254533 0.02 -0.07 -0.19
H -1.443959 1.979844 1.074484 -0.08 -0.07 0.04
H -2.979225 -1.738190 1.513613 -0.05 0.02 0.07
H -1.296044 -1.951937 2.030698 0.00 0.02 -0.02
H -2.096486 -0.379052 2.240902 0.00 -0.04 -0.04
H -1.745625 -1.515772 -0.459763 0.07 0.26 -0.03
H -2.413098 1.867508 -3.071186 0.64 0.26 -0.44
```
Positions in Å, forces in eV/Å.

Entry 5:
ORCA calculation (wB97M-V/def2-TZVPD) on an isolated molecule of C8H8IN.

Kohn-Sham gap = 8.869 eV
SMILES string = CC(/C=C\C=C/C#N)=C\I

Geometry as XYZ:
```
18
Properties=species:S:1:pos:R:3:forces:R:3
C -0.644367 2.479313 -0.384551 0.07 -2.43 -0.41
C -0.351787 0.994905 -0.411322 -2.98 -1.07 -1.11
C 0.993228 0.575224 -0.709043 1.62 1.05 -1.56
C 1.656873 -0.304096 0.053668 3.43 0.15 -0.66
C 1.101525 -1.091078 1.156124 -1.54 0.26 2.09
C 0.207611 -2.093697 1.077391 1.96 0.29 -1.09
C 0.151880 -2.886539 -0.109540 -0.89 1.56 1.80
N -0.133798 -3.417868 -1.066009 -0.16 -1.53 -2.26
C -1.344646 0.053018 -0.466496 0.33 1.55 0.94
I -3.379495 0.434056 0.153027 0.91 -0.19 -0.42
H -0.282519 2.897399 -1.288428 -0.27 0.58 -1.15
H -0.170792 2.986715 0.359661 1.95 1.18 2.31
H -1.649850 2.598379 -0.116202 -1.65 0.48 -0.56
H 1.504428 1.190322 -1.622233 -0.85 -1.61 2.57
H 2.817928 -0.302613 -0.088585 -2.20 -0.39 0.18
H 1.164547 -0.785650 2.240631 0.39 0.52 -1.36
H -0.436958 -2.328509 1.882711 -0.14 -0.64 0.81
H -1.203805 -0.999281 -0.660803 0.04 0.23 -0.14
```
Positions in Å, forces in eV/Å.

Entry 6:
ORCA calculation (wB97M-V/def2-TZVPD) on a cluster of 2 separate species, C8H8INP in total.

Kohn-Sham gap = 7.726 eV
Net charge = +1

Geometry as XYZ:
```
19
Properties=species:S:1:pos:R:3:forces:R:3
C 0.559242 -2.495120 -0.302200 1.66 -0.86 0.60
C -1.279256 3.027833 -0.295033 -0.24 -1.69 -0.33
C -2.156927 3.071671 0.783580 -0.36 -0.51 -0.36
C -1.211080 1.949483 -1.156538 -3.05 -0.94 1.93
C -3.092497 1.995684 1.078063 0.53 0.97 0.26
C -2.145788 0.932479 -0.949172 -0.30 -0.73 0.81
C -3.006685 0.982935 0.159958 0.48 0.47 -0.36
C 2.887598 -3.370869 0.240039 1.24 0.38 0.59
N 1.594343 -2.963220 0.005045 -3.01 1.88 -0.72
P -2.516152 -0.700927 -1.677680 -0.48 0.40 -1.32
I -4.141563 -0.850119 0.292618 0.54 0.53 -0.24
H -0.516646 3.710833 -0.585467 0.05 1.37 0.80
H -1.997141 4.023877 1.239563 -0.91 0.16 1.40
H -0.527467 2.001319 -1.906230 1.73 -0.41 -2.23
H -3.834602 1.843081 1.922652 1.28 1.00 -0.95
H 3.293450 -3.811825 -0.625150 0.92 0.22 -1.31
H 3.527903 -2.718384 0.836103 -0.13 0.98 -0.98
H 2.931144 -4.150798 0.899497 -0.72 -2.54 1.80
H -1.529166 -1.388780 -1.023207 0.78 -0.66 0.61
```
Positions in Å, forces in eV/Å.